Entry 1:
{
  "formula": "C9H17N",
  "method": "ωB97M-V/def2-TZVPD",
  "smiles": "C/C=C/[C@H]1CCC[C@@H](C)N1",
  "orbital_gap_ev": 9.57,
  "lumo_ha": 0.044,
  "e_tot_ev": -11098.2565,
  "de_lowest_ev": 0.000,
  "largest_force_ha_per_bohr": 0.0661,
  "species": ["C", "C", "N", "C", "C", "C", "C", "C", "C", "C", "H", "H", "H", "H", "H", "H", "H", "H", "H", "H", "H", "H", "H", "H", "H", "H", "H"],
  "positions_angstrom": [[0.357, -0.085, 2.971], [0.705, 0.143, 1.662], [0.550, -0.580, -0.586], [1.386, 0.079, 4.054], [-1.699, 1.006, -1.210], [0.732, -1.468, -2.886], [-0.832, 0.393, -2.293], [-0.950, 1.177, 0.188], [-0.167, -0.896, -1.825], [-0.256, -0.101, 0.551], [-0.650, -0.480, 3.222], [1.693, 0.544, 1.433], [1.294, 0.067, -0.773], [2.356, 0.181, 3.628], [1.173, 0.964, 4.688], [1.390, -0.800, 4.686], [-2.585, 0.371, -1.112], [-2.066, 1.988, -1.541], [1.065, -2.457, -2.583], [1.554, -0.757, -3.023], [0.185, -1.517, -3.842], [-0.064, 1.123, -2.524], [-1.436, 0.211, -3.173], [-1.673, 1.459, 0.928], [-0.190, 1.974, 0.123], [-0.941, -1.636, -1.592], [-0.930, -0.905, 0.828]],
  "forces_ev_per_a": [[0.956, 0.169, -2.261], [-1.275, -0.719, 3.070], [-0.029, -1.502, 0.105], [-1.285, 0.497, 0.546], [0.082, 0.493, 0.941], [-0.115, 0.373, -0.165], [-0.221, -0.050, 0.236], [-0.928, 0.080, -2.060], [-0.538, 0.989, 0.615], [1.344, -0.014, -0.828], [0.754, 0.324, -0.202], [-0.133, -0.130, -0.052], [0.336, 0.329, -0.144], [0.771, 0.188, -0.319], [0.136, -0.475, -0.194], [0.038, -0.173, 0.322], [-0.001, 0.041, 0.397], [0.057, -0.185, 0.102], [0.344, 0.014, -0.181], [0.230, -0.387, -0.098], [0.217, -0.148, 0.323], [0.422, 0.065, -0.396], [-0.125, 0.087, -0.389], [-0.371, 0.264, 0.535], [-0.282, -0.158, -0.093], [-0.048, 0.056, 0.170], [-0.336, -0.029, 0.022]],
  "mulliken_charge": [-0.039, -0.687, -0.409, -1.166, -0.751, -1.490, -0.708, -0.717, 0.122, 0.271, 0.336, 0.172, 0.365, 0.323, 0.271, 0.324, 0.337, 0.362, 0.377, 0.340, 0.354, 0.298, 0.391, 0.350, 0.324, 0.342, 0.309]
}



Entry 2:
{
  "formula": "C9H17N2",
  "method": "ωB97M-V/def2-TZVPD",
  "orbital_gap_ev": [6.58, 6.58],
  "lumo_ha": [-0.131, -0.131],
  "charge": 1,
  "e_tot_ev": -12578.1252,
  "de_lowest_ev": 5.049,
  "largest_force_ha_per_bohr": 0.0918,
  "species": ["C", "C", "C", "C", "C", "C", "C", "C", "C", "N", "N", "H", "H", "H", "H", "H", "H", "H", "H", "H", "H", "H", "H", "H", "H", "H", "H", "H"],
  "positions_angstrom": [[-1.402, -2.245, 0.506], [-1.018, -1.588, -0.536], [1.287, 0.988, 0.830], [1.632, 0.975, -0.643], [-1.378, 0.855, 1.442], [-2.049, 1.384, -0.848], [0.029, 0.133, 1.043], [-0.127, -0.556, -0.282], [2.144, -1.278, -0.906], [1.020, -0.272, -1.099], [-1.602, 1.742, 0.319], [-2.286, -2.842, 0.564], [-0.980, -2.234, 1.510], [-1.328, -1.879, -1.592], [2.007, 0.480, 1.446], [1.216, 2.032, 1.325], [1.212, 1.847, -1.145], [2.677, 0.877, -0.656], [-2.124, 0.092, 1.432], [-1.315, 1.309, 2.397], [-1.895, 2.142, -1.638], [-2.697, 0.530, -0.821], [0.186, -0.576, 1.762], [2.883, -1.071, -1.757], [2.660, -1.037, -0.003], [1.677, -2.231, -0.928], [-1.236, 2.626, 0.419], [0.808, -0.202, -2.141]],
  "forces_ev_per_a": [[-2.463, -2.496, 3.163], [0.942, -0.514, -3.130], [-1.169, 1.656, 2.362], [-1.382, 1.391, 1.260], [1.485, -0.332, -2.546], [1.301, 0.016, 0.499], [-1.114, 0.902, -2.892], [-0.252, 2.936, 0.193], [0.591, 0.887, -2.550], [1.340, -0.468, -2.128], [-1.412, -0.829, 1.802], [-0.379, -0.724, -0.642], [0.310, 0.671, -0.329], [0.100, 0.609, 1.350], [0.848, 0.004, -0.062], [0.075, -1.453, -1.131], [0.280, -0.205, -0.229], [1.325, 0.466, -1.013], [-0.511, -0.637, 0.090], [0.023, 0.880, 0.607], [-0.555, -0.907, 0.237], [-0.114, -0.335, -0.790], [0.352, -1.469, 2.300], [-1.004, -0.771, 1.067], [-0.015, -0.237, 0.751], [0.118, -0.994, -0.001], [1.073, 2.297, 0.156], [0.203, -0.343, 1.603]],
  "mulliken_charge": [-1.005, -0.315, -1.066, -0.653, -1.090, -0.434, 0.023, -0.195, -0.887, 0.049, 0.006, 0.329, 0.299, 0.349, 0.334, 0.381, 0.373, 0.399, 0.452, 0.484, 0.352, 0.316, 0.712, 0.365, 0.350, 0.363, 0.261, 0.448]
}